(1)
This record from the Open Molecules 2025 dataset describes a single C20H26N2O7 molecule. The level of theory is ωB97M-V/def2-TZVPD.

Output
Structure (SMILES) = CCOC(=O)C1CCN(C(=O)COC(=O)CNC(=O)c2ccc(OC)cc2)CC1
Gap between HOMO and LUMO = 0.3427 Ha
LUMO energy = 0.70 eV
Energy above the lowest of the compared OMol25 structures with the same formula, charge and spin = 0.5439 eV
Multiplicity = 1
E_HOMO = -0.3171 Eh

Cartesian coordinates (Å):
C  0.41  2.93  -7.80
C  0.18  4.12  -6.87
O  -0.03  3.69  -5.52
C  1.05  3.42  -4.79
O  2.18  3.56  -5.18
C  0.65  2.94  -3.40
C  1.87  2.73  -2.51
C  2.67  1.51  -2.96
N  1.81  0.34  -3.00
C  1.74  -0.63  -2.07
O  0.91  -1.52  -2.09
C  2.81  -0.61  -0.97
O  2.50  -1.63  -0.04
C  1.37  -1.44  0.65
O  0.75  -0.41  0.65
C  0.98  -2.67  1.43
N  -0.14  -2.40  2.29
C  -0.06  -2.59  3.63
O  0.89  -3.14  4.15
C  -1.23  -2.11  4.41
C  -2.50  -1.96  3.87
C  -3.56  -1.52  4.65
C  -3.36  -1.21  5.99
O  -4.32  -0.76  6.84
C  -5.63  -0.59  6.35
C  -2.08  -1.36  6.54
C  -1.04  -1.81  5.76
C  0.71  0.49  -3.94
C  -0.18  1.65  -3.50
H  0.48  3.28  -8.82
H  -0.42  2.23  -7.73
H  1.33  2.42  -7.53
H  -0.73  4.66  -7.14
H  1.04  4.79  -6.90
H  0.01  3.73  -2.98
H  2.51  3.61  -2.54
H  1.53  2.58  -1.48
H  3.52  1.34  -2.31
H  3.04  1.68  -3.98
H  3.80  -0.86  -1.37
H  2.82  0.36  -0.46
H  1.82  -3.01  2.06
H  0.75  -3.47  0.71
H  -0.80  -1.73  1.92
H  -2.70  -2.22  2.84
H  -4.54  -1.43  4.20
H  -5.66  0.15  5.55
H  -6.21  -0.22  7.20
H  -6.05  -1.53  6.00
H  -1.94  -1.13  7.58
H  -0.06  -1.95  6.18
H  0.15  -0.45  -3.94
H  1.13  0.67  -4.93
H  -1.00  1.78  -4.21
H  -0.60  1.42  -2.52

=====

(2)
This record from the Open Molecules 2025 dataset describes a single C3H4O2 molecule in a non-equilibrium geometry. The level of theory is ωB97M-V/def2-TZVPD.

Output
Structure (SMILES) = O[C@]12C[C@@H]1O2
Gap between HOMO and LUMO = 0.3502 Ha
LUMO energy = 0.71 eV
Energy above the lowest of the compared OMol25 structures with the same formula, charge and spin = 4.2750 eV
Multiplicity = 1
E_HOMO = -0.3241 Eh

Cartesian coordinates (Å):
O  -1.67  -0.71  0.07
C  -0.47  0.09  -0.21
C  0.73  0.43  0.58
C  0.77  -0.31  -0.73
O  -0.06  0.56  -1.46
H  -2.24  -0.19  0.74
H  0.70  -0.04  1.59
H  0.98  1.41  0.62
H  1.27  -1.24  -1.20

=====

(3)
This record from the Open Molecules 2025 dataset describes a single C6H12O molecule. The level of theory is ωB97M-V/def2-TZVPD.

Output
Structure (SMILES) = CC1(O)CCCC1
Gap between HOMO and LUMO = 0.4099 Ha
LUMO energy = 0.96 eV
Energy above the lowest of the compared OMol25 structures with the same formula, charge and spin = 0.0716 eV
Multiplicity = 1
E_HOMO = -0.3746 Eh

Cartesian coordinates (Å):
C  -2.01  -0.47  0.37
C  -0.56  0.02  0.43
O  -0.38  0.78  1.63
C  0.57  -1.03  0.37
C  1.77  -0.19  -0.09
C  1.17  0.66  -1.22
C  -0.26  0.97  -0.74
H  -2.25  -1.21  1.14
H  -2.27  -0.88  -0.61
H  -2.65  0.41  0.55
H  -0.51  0.16  2.36
H  0.73  -1.50  1.35
H  0.36  -1.83  -0.35
H  2.08  0.46  0.73
H  2.64  -0.78  -0.40
H  1.14  0.07  -2.14
H  1.76  1.56  -1.43
H  -0.99  0.84  -1.55
H  -0.37  2.00  -0.37

=====

(4)
This record from the Open Molecules 2025 dataset describes 7 unconnected molecules or ions with the total composition C5H22NO7S in a non-equilibrium geometry. The level of theory is ωB97M-V/def2-TZVPD.

Output
Gap between HOMO and LUMO = 0.2303 Ha
Net charge = -1
LUMO energy = 2.75 eV
Energy above the lowest of the compared OMol25 structures with the same formula, charge and spin = 2.6589 eV
Multiplicity = 1
E_HOMO = -0.1294 Eh

Cartesian coordinates (Å):
C  2.19  -1.61  0.88
N  0.77  -1.27  0.77
C  0.58  0.15  1.31
C  -0.07  -0.02  2.73
S  -1.23  1.37  3.00
C  -0.24  0.96  0.29
O  0.07  1.20  -0.86
C  2.99  -1.10  -0.29
H  2.23  -2.71  1.10
H  2.50  -1.11  1.79
H  0.43  -1.26  -0.19
H  1.60  0.59  1.43
H  -0.43  -1.12  2.83
H  0.68  0.05  3.55
H  -1.20  1.39  0.56
H  2.97  -1.64  -1.23
H  2.66  -0.07  -0.53
H  4.02  -1.04  0.10
H  0.89  3.38  1.65
H  1.36  3.40  3.12
O  1.59  3.68  2.23
H  -1.74  -0.99  1.25
H  -1.61  -2.22  0.14
O  -2.09  -1.80  0.87
H  -1.66  1.23  -3.44
H  -1.74  1.46  -2.04
O  -2.27  1.03  -2.72
H  -3.83  1.37  -0.18
H  -4.34  0.05  -0.24
O  -4.28  0.82  -0.83
H  -1.67  -1.94  -2.77
H  -2.59  -1.46  -1.51
O  -1.74  -1.81  -1.82
H  1.62  -0.26  -3.19
H  1.73  1.11  -3.77
O  1.87  0.19  -4.01

=====

(5)
This record from the Open Molecules 2025 dataset describes a molecular structure, C20H21N5O10PSTa in a non-equilibrium geometry. The level of theory is ωB97M-V/def2-TZVPD.

Output
Gap between HOMO and LUMO = 0.2455 Ha
Net charge = +2
LUMO energy = -6.89 eV
Energy above the lowest of the compared OMol25 structures with the same formula, charge and spin = 0.6684 eV
Multiplicity = 1
E_HOMO = -0.4989 Eh

Cartesian coordinates (Å):
Ta  0.86  -0.73  -0.19
O  -3.97  -4.03  -2.28
C  -2.93  -3.28  -1.96
C  -2.93  -1.87  -2.01
C  -1.78  -1.23  -1.67
N  -0.68  -1.88  -1.28
C  -0.69  -3.21  -1.18
C  -1.78  -3.96  -1.53
C  0.61  -3.72  -0.62
O  0.93  -4.85  -0.54
O  1.37  -2.66  -0.22
C  -1.58  0.26  -1.56
O  -2.41  1.08  -1.75
O  -0.32  0.50  -1.12
H  -4.73  -3.51  -2.58
H  -3.80  -1.30  -2.32
H  -1.76  -5.04  -1.45
N  -5.75  2.09  2.08
C  -4.49  1.62  2.08
C  -4.18  0.39  1.47
C  -2.89  -0.09  1.48
C  -1.88  0.66  2.10
C  -2.17  1.87  2.74
C  -3.45  2.34  2.72
S  -0.31  -0.01  2.23
O  0.14  -0.20  3.55
O  -0.32  -1.28  1.34
N  0.82  0.66  1.27
C  1.03  2.01  0.94
N  1.76  2.13  -0.16
C  1.98  3.38  -0.56
C  1.48  4.47  0.13
C  0.73  4.21  1.26
N  0.49  2.96  1.67
H  -6.49  1.58  1.64
H  -5.98  2.96  2.53
H  -4.97  -0.19  1.01
H  -2.68  -1.06  1.05
H  -1.39  2.42  3.25
H  -3.69  3.28  3.21
H  2.57  3.51  -1.46
H  1.68  5.48  -0.20
H  0.30  5.00  1.85
C  6.05  -0.71  -1.77
O  4.75  -0.40  -1.20
P  3.64  -1.51  -0.95
O  2.98  -0.87  0.48
C  3.46  -1.42  1.75
O  2.28  -0.70  -1.74
C  2.53  0.29  -2.80
H  6.60  0.22  -1.79
H  5.94  -1.10  -2.79
H  6.57  -1.44  -1.15
H  2.80  -1.04  2.53
H  4.47  -1.06  1.91
H  3.43  -2.51  1.71
H  3.25  -0.14  -3.49
H  2.91  1.20  -2.35
H  1.58  0.46  -3.29

=====

(6)
This record from the Open Molecules 2025 dataset describes a molecular structure, C8H10Cl2N3S in a non-equilibrium geometry. The level of theory is ωB97M-V/def2-TZVPD.

Output
Gap between HOMO and LUMO (spin up / spin down) = 0.3042 / 0.2233 Ha
Net charge = +1
LUMO energy (spin up / spin down) = -4.75 / -5.15 eV
Energy above the lowest of the compared OMol25 structures with the same formula, charge and spin = 2.2789 eV
Multiplicity = 1
E_HOMO (spin up / spin down) = -0.4789 / -0.4124 Eh

Cartesian coordinates (Å):
C  1.56  1.54  2.12
C  1.68  2.22  3.43
C  1.15  0.39  -0.71
C  -0.31  0.52  -1.15
C  -0.17  -1.30  0.51
C  -1.54  0.45  1.02
C  1.13  -0.51  0.58
C  1.29  0.23  1.81
N  1.80  2.47  1.15
N  2.06  3.48  3.31
N  -1.08  -0.35  -0.13
S  2.34  3.85  1.75
Cl  1.37  1.49  4.97
Cl  1.38  -0.88  3.14
H  1.73  -0.05  -1.48
H  1.68  1.32  -0.47
H  -0.65  1.48  -0.90
H  -0.30  0.02  -2.13
H  0.05  -2.26  0.06
H  -0.41  -1.52  1.61
H  -2.19  -0.14  1.73
H  -1.99  1.41  0.80
H  1.96  -1.10  0.51
H  -1.96  -0.86  -0.46

=====

(7)
This record from the Open Molecules 2025 dataset describes a single C2H4F3NS molecule in a non-equilibrium geometry. The level of theory is ωB97M-V/def2-TZVPD.

Output
Structure (SMILES) = N[C@@H](S)C(F)(F)F
Gap between HOMO and LUMO = 0.3636 Ha
LUMO energy = 0.83 eV
Energy above the lowest of the compared OMol25 structures with the same formula, charge and spin = 0.1718 eV
Multiplicity = 1
E_HOMO = -0.3332 Eh

Cartesian coordinates (Å):
N  -1.04  1.02  -0.33
C  -0.33  0.08  0.50
S  -0.79  -1.90  0.08
C  1.11  0.08  0.30
F  1.70  -0.86  0.98
F  1.65  1.26  0.69
F  1.27  -0.19  -0.99
H  -0.46  1.29  -1.10
H  -2.05  1.17  -0.48
H  -0.63  -0.05  1.52
H  -0.44  -1.90  -1.19

=====

Repeat the seventh record exactly.
This record from the Open Molecules 2025 dataset describes a single C2H4F3NS molecule in a non-equilibrium geometry. The level of theory is ωB97M-V/def2-TZVPD.

Output
Structure (SMILES) = N[C@@H](S)C(F)(F)F
Gap between HOMO and LUMO = 0.3636 Ha
LUMO energy = 0.83 eV
Energy above the lowest of the compared OMol25 structures with the same formula, charge and spin = 0.1718 eV
Multiplicity = 1
E_HOMO = -0.3332 Eh

Cartesian coordinates (Å):
N  -1.04  1.02  -0.33
C  -0.33  0.08  0.50
S  -0.79  -1.90  0.08
C  1.11  0.08  0.30
F  1.70  -0.86  0.98
F  1.65  1.26  0.69
F  1.27  -0.19  -0.99
H  -0.46  1.29  -1.10
H  -2.05  1.17  -0.48
H  -0.63  -0.05  1.52
H  -0.44  -1.90  -1.19

=====

What is the multiplicity in the first record?
1